Density functional theory data (ωB97M-V/def2-TZVPD) for C11H20INO3 in the gas phase.

Each line ends with the Mulliken charge.
Cartesian coordinates (Å):
C -3.083 -2.543 1.680  -1.2750
C -1.607 -2.825 1.340  -0.2835
C -0.922 -1.662 0.636  -1.0549
I -1.991 -1.223 -1.192  0.0549
C 0.544 -1.938 0.230  -0.1302
O 1.122 -2.837 1.191  -0.4312
C 1.923 -2.072 1.990  0.5562
O 2.020 -2.175 3.178  -0.5319
O 2.547 -1.185 1.186  -0.4614
C 1.463 -0.672 0.332  0.5618
C 2.163 -0.169 -0.919  -1.2530
C 1.430 0.842 -1.814  -0.2475
C 1.449 2.283 -1.281  -0.7382
C 0.433 2.707 -0.199  -0.3123
C -0.736 3.544 -0.714  -0.5895
N -1.797 2.712 -1.314  -0.5477
H -3.353 -3.050 2.610  0.3751
H -3.262 -1.472 1.813  0.3461
H -3.755 -2.906 0.901  0.3399
H -1.542 -3.722 0.720  0.3952
H -1.086 -3.003 2.284  0.2797
H -0.991 -0.780 1.278  0.5590
H 0.533 -2.423 -0.746  0.7372
H 0.981 0.082 0.954  0.3106
H 3.126 0.247 -0.615  0.4305
H 2.380 -1.067 -1.509  0.3258
H 0.426 0.491 -2.071  0.1126
H 1.984 0.852 -2.760  0.3369
H 1.288 2.956 -2.132  0.3708
H 2.467 2.491 -0.935  0.4057
H 0.957 3.329 0.534  0.3027
H 0.025 1.862 0.363  0.0251
H -0.375 4.303 -1.416  0.3304
H -1.177 4.051 0.151  0.3163
H -2.176 3.147 -2.145  0.2280
H -1.409 1.826 -1.609  0.1556

Properties
- DFT total energy (a.u.) = -1009.303646
- HOMO-LUMO gap (eV) = 9.56
- SMILES = CC[C@H](I)[C@@H]1OC(=O)O[C@H]1CCCCCN
- F_max (eV/A) = 1.172

=====

Density functional theory data (ωB97M-V/def2-TZVPD) for C2H4OSSi in the gas phase.

Each line ends with the Mulliken charge.
Cartesian coordinates (Å):
C 1.895 -0.487 0.141  -0.5687
C 0.742 -0.271 -0.462  -0.1471
O -3.634 0.471 -0.179  -0.4526
Si -2.180 0.543 0.203  0.5599
S -0.745 -1.071 0.097  -0.1632
H 2.824 -0.103 -0.243  0.2565
H 0.642 0.301 -1.374  0.3367
H -1.479 1.678 0.767  -0.0534
H 1.937 -1.062 1.049  0.2318

Properties
- DFT total energy (a.u.) = -841.514467
- HOMO-LUMO gap (eV) = 9.41
- relative energy (zero: lowest compared OMol25 entry of this formula, charge and spin) (eV) = 0.000
- SMILES = C=CS[SiH]=O
- F_max (eV/A) = 1.441

=====

Density functional theory data (ωB97M-V/def2-TZVPD) for a molecular structure, C21H14CdClF4N4O5.

Each line ends with the Mulliken charge.
Cartesian coordinates (Å):
Cd -1.816 -1.219 0.039  0.6826
C 0.813 -3.043 1.466  -0.7095
C 0.967 -1.596 1.039  1.0361
C 0.820 -1.675 -0.461  -2.1442
C 0.574 -2.944 -0.812  -0.0512
C 0.586 -3.803 0.398  -0.7899
H 0.844 -3.367 2.494  0.3794
H 1.933 -1.168 1.322  0.5320
H 0.938 -0.814 -1.105  0.6325
H 0.418 -3.300 -1.821  0.4990
H 0.412 -4.868 0.390  0.4480
O -3.757 -2.101 3.452  -0.6294
Cl -3.816 -2.104 2.032  1.8590
O -4.960 -2.776 1.533  -0.6406
O -2.584 -2.757 1.500  -0.8332
O -3.740 -0.733 1.516  -0.7025
C -1.270 0.664 2.976  -1.5622
C 0.081 0.014 2.747  1.4926
C 1.145 1.072 2.515  -1.6536
C 0.437 -0.919 3.892  -1.7584
O -0.110 -0.779 1.523  0.9107
H -1.201 1.341 3.828  0.4617
H -2.041 -0.075 3.186  0.3054
H -1.568 1.254 2.106  0.2234
H 1.218 1.690 3.411  0.5045
H 0.878 1.701 1.670  0.2925
H 2.135 0.655 2.325  0.4349
H 0.482 -0.346 4.819  0.4453
H 1.413 -1.384 3.747  0.3719
H -0.322 -1.695 4.004  0.3447
F -0.737 1.164 -0.515  -0.2709
C -0.140 1.531 -1.693  0.8862
C 1.228 1.658 -1.685  0.4380
F 1.856 1.445 -0.508  -0.2702
C 1.965 2.037 -2.819  0.1701
C 1.147 2.301 -3.937  0.0476
C -0.225 2.142 -3.933  0.4335
F -0.884 2.337 -5.083  -0.3489
C -0.935 1.731 -2.808  0.1997
C -2.354 1.317 -2.797  -0.5323
C -2.522 0.052 -2.345  0.7813
N -2.473 -1.075 -1.958  -0.9473
C -3.441 2.167 -3.111  0.1242
N -4.320 2.869 -3.369  -0.5957
F 1.714 2.660 -5.098  -0.3472
C 3.396 2.130 -2.815  0.0433
C 4.119 2.844 -3.797  0.0319
N 4.748 3.435 -4.567  -0.6715
C 4.156 1.447 -1.838  0.1540
N 4.794 0.882 -1.055  -0.7070

Properties
- total charge = -1
- DFT total energy (a.u.) = -2430.986200
- HOMO-LUMO gap (eV) = 5.72
- relative energy (zero: lowest compared OMol25 entry of this formula, charge and spin) (eV) = 0.215
- F_max (eV/A) = 0.682

=====

Density functional theory data (ωB97M-V/def2-TZVPD) for a molecular structure, C23H16Br2N3OS3Sm.

Each line ends with the Löwdin spin population.
Cartesian coordinates (Å):
Sm -0.038 0.133 0.727  5.1015
Br 0.813 -0.364 -7.050  -0.0002
C 0.385 -0.001 -5.285  -0.0005
C -0.772 0.692 -4.928  0.0006
C -1.011 1.061 -3.642  -0.0008
C -0.185 0.504 -2.629  0.0005
O -0.530 0.716 -1.378  -0.0153
C 1.008 -0.243 -2.987  -0.0004
C 1.883 -0.871 -2.055  0.0017
N 1.784 -0.858 -0.713  -0.0087
C 2.269 -1.945 -0.037  -0.0003
C 2.399 -3.223 -0.628  0.0000
C 2.632 -4.380 0.147  0.0000
C 2.875 -4.229 1.561  -0.0001
C 2.728 -3.021 2.187  -0.0001
C 3.070 -2.707 3.565  0.0003
C 2.972 -1.422 4.031  -0.0001
C 2.368 -0.435 3.208  0.0004
N 2.041 -0.603 1.953  -0.0066
C 2.416 -1.830 1.390  -0.0008
C 1.277 -0.516 -4.365  0.0007
H -1.490 0.934 -5.778  0.0000
H -1.789 1.756 -3.272  0.0000
H 2.750 -1.415 -2.407  -0.0002
H 2.419 -3.279 -1.763  0.0000
H 2.487 -5.360 -0.327  0.0000
H 3.231 -5.081 2.166  0.0000
H 3.322 -3.495 4.257  0.0000
H 3.197 -1.214 5.089  0.0000
H 2.056 0.550 3.689  0.0001
H 2.040 -1.166 -4.710  0.0000
C -4.994 3.640 0.248  0.0000
C -3.575 3.482 0.714  -0.0001
C -2.712 4.592 0.800  0.0002
C -1.334 4.486 1.137  0.0000
C -0.943 3.167 1.382  0.0002
Br 0.892 2.850 1.871  -0.0027
N -1.727 2.065 1.255  -0.0053
C -3.048 2.234 0.930  0.0002
H -5.609 4.046 1.078  0.0000
H -5.313 2.600 0.015  0.0000
H -5.038 4.212 -0.693  0.0000
H -3.108 5.563 0.555  0.0000
H -0.623 5.291 1.441  0.0000
H -3.664 1.391 1.008  0.0000
S -2.687 -3.352 2.709  -0.0081
C -1.969 -2.065 2.046  0.0012
S -2.049 -1.888 0.383  -0.0264
S -1.103 -1.000 3.107  -0.0309

Properties
- <S²> = 8.773
- DFT total energy (a.u.) = -8126.177463
- 2S+1 = 6
- HOMO-LUMO gap (spin up / spin down) (eV) = 4.86 / 4.84
- relative energy (zero: lowest compared OMol25 entry of this formula, charge and spin) (eV) = 0.879
- F_max (eV/A) = 3.601

=====

Density functional theory data (ωB97M-V/def2-TZVPD) for a gas-phase ion, C21H36BFN2O7P (charge +1).

Each line ends with the Mulliken charge.
Cartesian coordinates (Å):
C 6.064 -2.565 -0.896  -0.9855
C 4.912 -3.508 -1.152  -0.3436
O 3.626 -2.847 -1.183  -0.5919
B 3.150 -2.280 -0.081  0.6942
O 3.639 -2.561 1.190  -0.5027
C 1.909 -1.258 -0.204  -0.6925
C 1.346 -1.077 -1.601  -0.0595
P 2.394 -0.433 -2.985  0.7434
O 2.290 -1.338 -4.124  -0.7099
O 3.931 -0.249 -2.521  -0.4060
O 1.752 1.007 -3.329  -0.5538
O 0.088 -0.444 -1.545  -0.3520
C 0.017 0.760 -0.782  0.3540
C -1.491 1.079 -0.638  -1.6796
C -2.384 -0.168 -0.709  -0.5186
C -3.776 0.221 -0.205  -0.8356
C -4.861 -0.809 -0.546  -0.8353
N -5.394 -1.411 0.687  -0.0131
C -5.996 -2.748 0.476  -1.0119
C -6.309 -0.527 1.346  0.4328
C -7.599 -0.136 0.682  -1.0809
O -6.045 -0.111 2.427  -0.5253
C 0.629 0.641 0.610  0.1596
C 0.597 1.865 1.499  0.0295
C 0.208 3.136 1.079  0.4421
C 0.226 4.196 1.979  -1.1889
C 0.634 4.016 3.302  -0.6028
C 1.001 2.746 3.738  -0.9400
C 0.978 1.688 2.838  -0.6813
N 2.017 -0.001 0.605  0.1010
C 3.167 0.927 0.381  -0.4163
C 3.015 2.126 -0.540  0.3119
F 3.943 3.036 -0.062  -0.3979
H 5.982 -1.643 -1.460  0.1769
H 6.202 -2.396 0.168  0.2779
H 6.969 -3.061 -1.235  0.4198
H 5.037 -3.957 -2.130  0.3869
H 4.909 -4.326 -0.441  0.3182
H 3.952 -1.768 1.635  0.3159
H 1.119 -1.809 0.312  0.1905
H 1.142 -2.087 -1.940  0.6728
H 4.313 0.540 -2.928  0.3609
H 2.367 1.484 -3.903  0.3962
H 0.452 1.551 -1.391  0.5043
H -1.707 1.545 0.315  0.3888
H -1.767 1.707 -1.478  0.5215
H -2.440 -0.560 -1.715  0.5038
H -2.010 -0.920 -0.014  0.1813
H -4.031 1.175 -0.667  0.3468
H -3.769 0.373 0.870  0.4597
H -5.666 -0.320 -1.101  0.2756
H -4.466 -1.593 -1.182  0.6213
H -5.411 -3.490 1.009  0.2772
H -7.003 -2.774 0.881  0.3780
H -6.033 -3.015 -0.576  0.4074
H -7.428 0.484 -0.194  0.3014
H -8.161 -1.002 0.343  0.3339
H -8.212 0.409 1.385  0.3629
H 0.007 -0.096 1.120  0.2685
H -0.094 3.303 0.058  0.4446
H -0.068 5.176 1.642  0.4376
H 0.665 4.849 3.984  0.4413
H 1.294 2.571 4.759  0.4549
H 1.250 0.702 3.200  0.3614
H 2.126 -0.329 1.563  0.6491
H 3.401 1.363 1.347  0.6393
H 4.066 0.388 0.096  0.4270
H 3.279 1.940 -1.570  0.2039
H 2.050 2.613 -0.500  -0.0512

Properties
- total charge = +1
- DFT total energy (a.u.) = -1923.949409
- HOMO-LUMO gap (eV) = 7.90
- SMILES = CCOB(O)[C@@H]1[C@H](P(=O)(O)O)O[C@@H](CCCCN(C)C(C)=O)[C@H](c2ccccc2)[N@@H+]1CCF
- F_max (eV/A) = 2.060

=====

Density functional theory data (ωB97M-V/def2-TZVPD) for 2 unconnected molecules or ions with the total composition C7H8N2O2S.

Each line ends with the Mulliken charge.
Cartesian coordinates (Å):
C 2.768 0.875 0.060  0.4789
C 1.413 0.198 0.059  0.3830
C 2.750 2.225 0.058  -0.9209
C 0.215 0.619 -0.228  0.2267
C -1.353 -1.492 0.013  0.5033
C -0.481 1.904 -0.170  -1.3441
C -3.530 -2.432 0.151  -0.6961
N 3.810 -0.056 -0.025  -0.4193
N 3.421 -1.256 0.004  -0.2276
O -0.586 -2.410 -0.053  -0.4562
O -2.602 -1.222 -0.055  -0.2398
S 1.805 -1.535 -0.002  0.2245
H 3.616 2.802 -0.243  0.2722
H 1.880 2.781 0.336  0.3330
H 0.156 2.705 -0.843  0.3155
H -1.445 1.759 -0.417  0.3945
H -0.542 2.365 0.940  0.2358
H -2.976 -3.259 0.095  0.3985
H -4.160 -2.396 -0.656  0.2811
H -4.157 -2.177 0.974  0.2569

Properties
- DFT total energy (a.u.) = -929.441181
- HOMO-LUMO gap (spin up / spin down) (eV) = 7.24 / 7.25
- relative energy (zero: lowest compared OMol25 entry of this formula, charge and spin) (eV) = 8.398
- F_max (eV/A) = 5.434

=====

Density functional theory data (ωB97M-V/def2-TZVPD) for a molecular structure, C28H32N4O5Sc.

Each line ends with the Mulliken charge.
Cartesian coordinates (Å):
Sc 0.206 -0.011 -0.021  0.5201
O -2.643 2.852 -1.937  -0.4748
C -1.592 2.135 -1.609  0.2565
O -1.653 0.964 -1.270  -0.4490
C -0.272 2.817 -1.653  0.2124
C 0.030 4.076 -2.135  -0.3990
C 1.375 4.453 -2.119  -0.4407
C 2.341 3.581 -1.644  -0.6050
C 1.931 2.331 -1.183  0.4990
N 0.658 1.989 -1.186  0.0621
C 2.838 1.224 -0.651  0.1130
O 4.007 1.430 -0.441  -0.6392
O 2.183 0.114 -0.468  -0.4830
H -3.437 2.298 -1.838  0.3737
H -0.740 4.728 -2.518  0.5483
H 1.661 5.426 -2.493  0.4676
H 3.392 3.831 -1.625  0.5512
C -4.077 -3.465 -0.851  -1.2419
C -3.526 -2.106 -1.270  -0.9013
C -3.981 -0.978 -0.378  0.6591
C -5.269 -0.474 -0.549  -0.5109
C -5.726 0.597 0.197  -1.1787
C -4.888 1.182 1.135  -1.0258
C -3.599 0.707 1.342  0.9057
C -2.722 1.368 2.372  0.3121
C -2.517 0.534 3.635  -0.9110
C -3.159 -0.385 0.585  -0.3772
N -1.810 -0.846 0.728  1.4880
C -1.645 -2.023 1.257  0.0615
C -0.375 -2.639 1.236  -0.8494
C 0.077 -3.868 1.712  -0.8079
C 1.420 -3.961 1.331  -0.8489
C 1.722 -2.796 0.636  -0.5034
N 0.645 -1.985 0.563  0.1778
H -3.777 -4.242 -1.553  0.4035
H -5.166 -3.448 -0.811  0.3703
H -3.721 -3.755 0.139  0.2781
H -3.861 -1.882 -2.286  0.5947
H -2.437 -2.144 -1.313  0.0990
H -5.911 -0.930 -1.294  0.5028
H -6.728 0.977 0.052  0.4215
H -5.239 2.020 1.724  0.4622
H -3.181 2.322 2.643  0.6966
H -1.752 1.613 1.926  -0.8009
H -3.474 0.278 4.090  0.4000
H -1.937 1.084 4.379  0.2084
H -1.991 -0.396 3.423  0.0886
H -2.490 -2.557 1.692  0.4950
H -0.504 -4.593 2.257  0.5212
H 2.095 -4.777 1.526  0.4477
H 2.654 -2.493 0.184  0.5997
O 0.557 0.995 1.706  -0.2185
C 0.744 1.523 2.834  0.0566
C 0.605 3.016 2.956  -0.3491
C 0.106 3.527 4.301  -0.5950
C 1.202 3.622 5.357  -0.8226
C 2.124 2.404 5.373  -0.6416
C 1.392 1.080 5.236  -0.6605
N 1.052 0.739 3.847  0.0475
H -0.067 3.305 2.146  0.3099
H 1.583 3.441 2.702  0.5451
H -0.704 2.877 4.648  0.0425
H -0.353 4.505 4.152  0.5165
H 0.736 3.742 6.337  0.4034
H 1.799 4.520 5.192  0.3081
H 2.678 2.381 6.313  0.4130
H 2.879 2.465 4.586  0.3222
H 0.483 1.055 5.843  0.2737
H 2.030 0.265 5.576  0.4415
H 1.085 -0.242 3.598  0.2580

Properties
- total charge = +1
- DFT total energy (a.u.) = -2442.189587
- HOMO-LUMO gap (eV) = 6.88
- relative energy (zero: lowest compared OMol25 entry of this formula, charge and spin) (eV) = 0.000
- F_max (eV/A) = 0.584

=====

> DFT total energy of number 3 (C21H14CdClF4N4O5)?

-2430.986200 a.u.